1.
Below is a structure of composition C13H30LaN4O7 at a distorted geometry, with properties calculated with ωB97M-V with the def2-TZVPD basis set.

Geometry (Å):
O1 -0.056 -0.588 -3.682
H1 0.398 -0.340 -4.486
La1 0.197 -0.009 -1.295
N1 -0.353 2.083 0.312
N2 1.295 2.185 -1.621
N3 -1.444 -0.993 0.420
N4 -0.944 -2.242 -1.772
O2 -1.218 2.028 1.315
O3 -1.650 -0.417 1.635
O4 -0.852 -2.644 -3.050
O5 2.350 1.459 -1.810
C1 1.366 3.261 -0.760
C2 0.338 3.258 0.222
C3 -2.085 -2.169 0.266
C4 -1.847 -2.850 -0.987
C5 0.117 4.357 1.201
H2 0.557 4.091 2.180
H3 -0.960 4.544 1.326
H4 0.591 5.281 0.841
C6 2.498 4.213 -0.787
H5 3.037 4.092 -1.745
H6 3.207 3.995 0.043
H7 2.151 5.260 -0.686
C7 -2.947 -2.770 1.327
C8 -2.561 -4.131 -1.277
H8 -2.970 -2.143 2.227
H9 -2.566 -3.763 1.597
H10 -3.972 -2.910 0.961
H11 -2.271 -4.502 -2.260
H12 -3.653 -3.999 -1.244
H13 -2.293 -4.884 -0.522
H14 -1.483 0.606 1.487
H15 -0.556 -1.650 -3.462
C9 -1.508 0.793 -2.366
H16 -1.091 1.744 -1.941
H17 -2.444 0.388 -1.816
H18 -1.784 1.015 -3.439
O6 -3.353 3.310 -0.059
H19 -4.255 3.030 0.233
H20 -2.758 2.744 0.497
C10 1.971 0.059 2.653
C11 2.638 -0.174 1.329
O7 1.818 -0.976 0.415
C12 1.800 -2.405 0.671
C13 3.060 -2.944 1.297
H21 0.995 0.535 2.536
H22 2.593 0.715 3.265
H23 1.845 -0.870 3.212
H24 3.604 -0.672 1.455
H25 2.786 0.753 0.779
H26 0.921 -2.600 1.294
H27 1.601 -2.862 -0.301
H28 3.143 -2.645 2.340
H29 3.046 -4.034 1.268
H30 3.950 -2.614 0.760

Summary:
net charge: +1
highest occupied orbital energy (alpha / beta): -10.99 / -10.99 eV
Kohn-Sham gap (alpha / beta): 4.306 / 4.305 eV

---

2.
Below is a structure of composition CH3Br2P at a distorted geometry, with properties calculated with ωB97M-V with the def2-TZVPD basis set.

Geometry (Å):
C1 0.636 0.770 -0.694
P1 -0.423 1.769 0.363
Br1 2.420 0.942 -0.074
Br2 -2.413 0.803 -0.138
H1 0.364 0.652 -1.683
H2 -0.710 -1.906 0.104
H3 -0.102 1.121 1.497

Summary:
net charge: 0
highest occupied orbital energy (alpha / beta): -9.76 / -8.56 eV
Kohn-Sham gap (alpha / beta): 8.751 / 8.242 eV

---

3.
Below is the molecule C2H3Br2FSi at a distorted geometry, with properties calculated with ωB97M-V with the def2-TZVPD basis set.

Geometry (Å):
C1 0.940 -0.291 1.417
C2 -0.083 -0.595 0.602
F1 0.590 -0.073 -2.201
Si1 -0.506 0.393 -1.078
Br1 -2.310 -0.316 -2.082
Br2 -0.627 2.568 -0.698
H1 1.387 -0.943 2.081
H2 1.564 0.604 1.271
H3 -0.955 -1.346 0.687

Summary:
<S²>: 2.005
multiplicity: 3
net charge: 0
highest occupied orbital energy (alpha / beta): -6.57 / -10.95 eV
Kohn-Sham gap (alpha / beta): 7.010 / 8.037 eV

---

4.
Below is the molecule C4H5N3O at a distorted geometry, with properties calculated with ωB97M-V with the def2-TZVPD basis set.

Geometry (Å):
H1 2.619 -1.219 -1.377
N1 1.928 -0.480 -1.264
C1 1.021 -0.608 -0.447
C2 0.213 -1.409 0.770
C3 -0.087 -0.054 0.266
N2 -0.229 1.243 0.963
N3 -1.193 1.665 -0.027
C4 -1.282 0.477 -0.690
O1 -2.011 0.029 -1.520
H2 0.896 -1.590 1.588
H3 -0.546 -2.165 0.623
H4 0.616 1.818 0.896
H5 -1.945 2.293 0.219

Summary:
structure (SMILES): [H]/N=C1\C[C@@]12NNC2=O
net charge: 0
highest occupied orbital energy: -8.92 eV
Kohn-Sham gap: 9.771 eV

---

5.
Below is the molecule CH2O3 at a distorted geometry, with properties calculated with ωB97M-V with the def2-TZVPD basis set.

Geometry (Å):
O1 -1.067 -0.866 -0.022
C1 -0.180 -0.149 -0.068
O2 1.224 -0.263 -0.004
O3 -0.206 1.184 -0.052
H1 1.396 -1.133 -0.041
H2 -1.169 1.226 0.187

Summary:
structure (SMILES): O=C(O)O
net charge: 0
highest occupied orbital energy: -11.93 eV
Kohn-Sham gap: 12.471 eV

---

6.
Below is a structure of composition C22H24N10OPbSe at a distorted geometry, with properties calculated with ωB97M-V with the def2-TZVPD basis set.

Geometry (Å):
Pb1 0.249 -0.193 -0.133
O1 -1.935 -0.506 0.880
C1 -2.094 -1.858 1.278
C2 -1.035 -2.823 0.715
C3 -1.141 -4.199 0.860
C4 -0.039 -5.066 0.686
C5 1.221 -4.539 0.379
C6 1.221 -3.175 0.143
N1 0.173 -2.350 0.364
H1 -2.687 -0.371 0.273
H2 -3.106 -2.264 1.140
H3 -1.957 -1.935 2.368
H4 -2.076 -4.613 1.154
H5 -0.213 -6.095 0.826
H6 2.115 -5.124 0.270
H7 2.191 -2.688 -0.149
C7 4.386 0.201 3.638
N2 2.940 0.230 3.300
C8 2.086 0.109 4.487
C9 2.343 0.472 2.152
N3 1.045 0.446 1.875
N4 3.174 0.916 1.120
C10 3.263 0.610 -0.222
N5 4.336 1.111 -0.804
N6 2.225 0.089 -0.883
H8 4.509 -0.658 4.371
H9 4.784 1.146 3.960
H10 4.853 -0.136 2.711
H11 1.730 -0.851 4.596
H12 1.311 0.819 4.441
H13 2.688 0.362 5.392
H14 0.378 0.340 2.629
H15 3.955 1.468 1.378
H16 5.255 1.230 -0.392
H17 4.401 1.137 -1.846
H18 2.442 -0.069 -1.890
Se1 -5.128 3.900 -4.330
N7 -3.867 4.335 -3.149
C11 -3.281 3.169 -2.748
C12 -2.359 3.135 -1.690
C13 -2.003 4.299 -0.973
C14 -0.965 4.178 -0.057
C15 -0.364 2.904 0.094
N8 -0.754 1.847 -0.516
C16 -1.789 1.860 -1.376
C17 -2.073 0.660 -2.114
N9 -1.294 -0.415 -1.916
C18 -1.519 -1.509 -2.645
C19 -2.516 -1.555 -3.630
C20 -3.335 -0.499 -3.850
C21 -3.152 0.690 -3.082
C22 -3.818 1.997 -3.417
N10 -4.706 2.149 -4.351
H19 -2.490 5.225 -1.248
H20 -0.534 5.085 0.373
H21 0.452 2.842 0.818
H22 -0.825 -2.339 -2.472
H23 -2.610 -2.530 -4.175
H24 -4.065 -0.601 -4.613

Summary:
net charge: +4
highest occupied orbital energy: -18.72 eV
Kohn-Sham gap: 5.253 eV

---

7.
Below is the molecule C2H3ClN2 at a distorted geometry, with properties calculated with ωB97M-V with the def2-TZVPD basis set.

Geometry (Å):
C1 0.154 -0.120 0.048
C2 1.399 -0.788 -0.156
N1 2.236 -1.565 0.429
N2 2.679 -0.671 -0.638
Cl1 3.596 0.667 0.097
H1 0.215 0.635 0.894
H2 -0.774 -0.701 0.373
H3 -0.009 0.477 -0.879

Summary:
structure (SMILES): CC1=NN1Cl
net charge: 0
highest occupied orbital energy: -9.67 eV
Kohn-Sham gap: 9.938 eV